[1]
Molecular formula: C2H4N2S2
Method: DFT, ωB97M-V with the def2-TZVPD basis set

ORCA input file:
```
! RIJCOSX wB97M-V def2-TZVPD def2/J DEFGRID3
* xyz 0 1
S -0.413 1.094 -2.283
S 0.819 -0.362 1.428
N -1.178 -0.410 -0.360
N -0.296 0.332 -0.871
C 0.908 0.606 -0.033
C -0.805 -0.972 0.844
H 1.045 1.726 -0.047
H -1.409 -0.374 1.579
H 2.123 0.468 -1.180
H -0.794 -2.108 0.923
*
```

## Properties
Calculated total energy (Ha): -984.3136
Energy relative to the best compared isomer or geometry (same formula, charge and spin) (eV): 5.478
E_HOMO (Eh): -0.32120
LUMO (eV): -0.71
Molar mass (g mol⁻¹): 120.20
Orbital gap (Ha): 0.29528



[2]
Molecular formula: C2H4N2S2
Method: DFT, ωB97M-V with the def2-TZVPD basis set

ORCA input file:
```
! RIJCOSX wB97M-V def2-TZVPD def2/J DEFGRID3
* xyz 0 1
S 2.861 -0.432 -0.320
S 0.908 1.712 0.179
N -1.032 -0.811 0.251
N -1.400 0.005 -0.734
C 0.217 -0.771 0.787
C 1.346 -0.069 0.201
H -2.165 -0.356 -1.100
H 0.492 -1.531 1.536
H -0.440 1.625 0.505
H -0.787 0.628 -1.305
*
```

## Properties
Calculated total energy (Ha): -984.3997
Energy relative to the best compared isomer or geometry (same formula, charge and spin) (eV): 3.135
E_HOMO (Eh): -0.33196
LUMO (eV): -0.89
Molar mass (g mol⁻¹): 120.20
SMILES string: N/N=C\C(=S)S
Orbital gap (Ha): 0.29911



[3]
Molecular formula: C2H4N2S2
Method: DFT, ωB97M-V with the def2-TZVPD basis set

ORCA input file:
```
! RIJCOSX wB97M-V def2-TZVPD def2/J DEFGRID3
* xyz 0 1
S -0.861 1.330 0.341
S 1.565 0.295 -1.034
N -1.275 -0.306 0.180
N 0.519 -1.025 -1.260
C 0.941 1.113 0.443
C -0.599 -1.169 -0.651
H 1.184 0.548 1.366
H -1.121 -2.120 -0.821
H -1.752 -0.738 0.952
H 1.401 2.073 0.484
*
```

## Properties
Calculated total energy (Ha): -984.4583
Energy relative to the best compared isomer or geometry (same formula, charge and spin) (eV): 1.540
E_HOMO (Eh): -0.29994
LUMO (eV): 0.68
Molar mass (g mol⁻¹): 120.20
SMILES string: C1=NSCSN1
Orbital gap (Ha): 0.32499



[4]
Molecular formula: C2H4N2S2
Method: DFT, ωB97M-V with the def2-TZVPD basis set

ORCA input file:
```
! RIJCOSX wB97M-V def2-TZVPD def2/J DEFGRID3
* xyz 0 3
S -2.616 -0.154 0.730
S -0.739 -2.118 -0.719
N 3.037 -0.504 0.926
N -1.202 -0.618 -0.374
C -0.495 0.373 -0.922
C 2.401 -1.436 0.686
H 0.434 0.253 -1.438
H -1.932 -0.677 1.735
H -0.770 1.304 -0.594
H 1.576 -2.046 0.684
*
```

## Properties
Calculated total energy (Ha): -984.3017
Energy relative to the best compared isomer or geometry (same formula, charge and spin) (eV): 2.551
E_HOMO (spin up / spin down) (Eh): -0.25608 / -0.34850
LUMO (spin up / spin down) (eV): -0.23 / -2.27
Molar mass (g mol⁻¹): 120.20
⟨S²⟩: 2.0068
Orbital gap (spin up / spin down) (Ha): 0.24760 / 0.26524



[5]
Molecular formula: C2H4N2S3
Method: DFT, ωB97M-V with the def2-TZVPD basis set

ORCA input file:
```
! RIJCOSX wB97M-V def2-TZVPD def2/J DEFGRID3
* xyz 0 1
S -0.822 -0.905 1.868
S 1.842 -1.654 -0.232
S -0.360 -0.506 -1.948
N 1.073 0.917 -0.334
N -0.059 1.636 -0.646
C 0.978 -0.402 -0.813
C -0.832 1.150 -1.522
H 1.621 1.164 0.490
H -1.191 -0.792 3.097
H -1.610 1.537 -2.126
H -0.641 -2.145 2.167
*
```

## Properties
Calculated total energy (Ha): -1382.6336
Energy relative to the best compared isomer or geometry (same formula, charge and spin) (eV): 1.047
E_HOMO (Eh): -0.31288
LUMO (eV): 0.26
Molar mass (g mol⁻¹): 152.27
SMILES string: S=c1[nH]ncs1.S
Orbital gap (Ha): 0.32260



[6]
Molecular formula: C2H4N2S3
Method: DFT, ωB97M-V with the def2-TZVPD basis set

ORCA input file:
```
! RIJCOSX wB97M-V def2-TZVPD def2/J DEFGRID3
* xyz 0 1
S -0.986 0.982 -0.187
S -1.568 1.568 2.496
S 2.231 0.360 -0.670
N -0.087 -0.458 1.749
N -0.382 -0.240 -1.340
C -0.767 0.540 1.475
C 0.957 -0.031 -1.842
H 0.298 -0.789 0.857
H 1.235 -0.321 -2.970
H 0.023 -1.007 2.699
H -0.954 -0.604 -2.267
*
```

## Properties
Calculated total energy (Ha): -1382.5898
Energy relative to the best compared isomer or geometry (same formula, charge and spin) (eV): 2.240
E_HOMO (Eh): -0.31742
LUMO (eV): -0.70
Molar mass (g mol⁻¹): 152.27
Orbital gap (Ha): 0.29158



Which value of calculated total energy does entry 2 give? -984.3997 Ha